75
Properties=species:S:1:pos:R:3 method="wB97M-V/def2-TZVPD" e_homo_ev="2.16 / 1.97" gap_ev="2.306 / 2.453" e_tot_ha=-2018.300784 spin_multiplicity=1 total_charge=-2
Sn -0.05 0.99 0.34
N -0.65 3.14 0.00
N -0.50 1.55 -2.66
C -1.52 -1.77 1.59
C -2.65 -1.22 0.92
C -3.04 -0.04 1.61
C -4.14 0.88 1.22
H -4.63 0.52 0.31
H -3.77 1.90 1.03
H -4.89 0.95 2.02
C -2.17 0.15 2.71
C -2.17 1.27 3.67
H -2.38 0.90 4.69
H -2.94 2.00 3.41
H -1.20 1.79 3.71
C -1.23 -0.93 2.71
C -0.13 -1.11 3.69
H 0.37 -0.17 3.95
H 0.62 -1.81 3.31
H -0.52 -1.54 4.63
C -3.27 -1.73 -0.32
H -4.37 -1.63 -0.28
H -3.03 -2.78 -0.49
H -2.94 -1.15 -1.20
C -0.70 -2.92 1.16
H 0.31 -2.60 0.85
H -1.16 -3.43 0.30
H -0.57 -3.66 1.97
C -0.44 4.07 0.96
H -0.32 3.71 2.00
C -0.35 5.42 0.68
H -0.06 6.10 1.48
C -0.62 5.88 -0.62
H -0.56 6.93 -0.86
C -0.99 4.95 -1.57
H -1.27 5.22 -2.58
C -0.93 3.56 -1.29
C -1.16 2.71 -2.39
H -1.62 3.14 -3.27
C 0.27 0.77 -1.81
C -0.49 1.00 -3.96
H -1.04 1.45 -4.76
C 0.21 -0.13 -3.90
H 0.42 -0.83 -4.68
N 0.58 -0.35 -2.57
C 1.09 -1.61 -2.13
C 0.37 -2.77 -2.49
C 0.91 -4.02 -2.17
H 0.37 -4.92 -2.49
C 2.13 -4.16 -1.52
C 2.76 -5.51 -1.32
H 2.79 -5.81 -0.27
H 3.79 -5.52 -1.70
H 2.19 -6.27 -1.87
C 2.77 -3.00 -1.07
H 3.71 -3.08 -0.52
C 2.27 -1.72 -1.37
C 3.05 -0.51 -1.00
H 3.63 -0.12 -1.85
H 3.76 -0.75 -0.19
H 2.41 0.31 -0.65
C -0.96 -2.72 -3.17
H -0.94 -2.15 -4.10
H -1.74 -2.29 -2.52
H -1.25 -3.74 -3.41
C 2.88 3.14 1.26
S 1.92 1.88 2.12
C 3.10 0.58 2.45
O 1.48 2.46 3.42
H 3.44 3.69 2.02
H 2.19 3.81 0.74
H 3.55 2.67 0.53
H 2.69 -0.38 2.10
H 3.26 0.55 3.53
H 4.04 0.79 1.92